{
  "formula": "C4H9Cl",
  "method": "the ωB97M-V functional and the def2-TZVPD basis",
  "largest_force_ev_per_a": 3.65,
  "e_homo_ev": -10.3,
  "e_above_lowest_kcal_mol": 21.7,
  "total_charge": 0,
  "e_lumo_ev": 1.089,
  "e_tot_ev": -16815.8086,
  "orbital_gap_ev": 11.43,
  "species": ["C", "C", "C", "C", "Cl", "H", "H", "H", "H", "H", "H", "H", "H", "H"],
  "xyz": [[-1.7372, -0.7536, -0.2458], [-0.6338, -0.2103, 0.6926], [0.6223, -0.0641, -0.1895], [1.6269, 1.1540, -0.0139], [1.6452, -1.5388, 0.0654], [-2.6613, -0.4571, 0.2242], [-1.6400, -0.1038, -1.1908], [-1.7858, -1.8166, -0.5690], [-0.3801, -0.8156, 1.5964], [-0.8512, 0.7359, 1.0079], [0.3416, -0.3063, -1.2343], [2.2697, 0.8705, 0.8183], [1.0540, 2.0498, 0.0414], [2.1296, 1.2559, -1.0029]],
  "forces_ev_per_a": [[-0.10, 1.41, -0.73], [1.78, -2.85, -1.42], [1.26, -0.56, -0.25], [-1.31, -2.02, -1.79], [0.40, -0.56, 0.18], [-0.72, -0.32, -0.11], [-0.46, -1.08, 1.22], [0.51, 0.69, 0.62], [-0.43, 0.31, -0.78], [-1.12, 2.56, 0.90], [0.14, 1.12, 0.51], [0.10, 0.74, -0.13], [-0.33, 0.86, 0.80], [0.30, -0.31, 0.99]]
}